# 1
This record from the OMol25 dataset describes a cluster of 2 separate species, C2H2Cl2N in total in a non-equilibrium geometry. The level of theory is the ωB97M-V functional and the def2-TZVPD basis.

Calculated values
total energy = -28628.0396 eV
LUMO level (alpha / beta) = -7.40 / -5.63 eV
E_HOMO (alpha / beta) = -0.566 / -0.542 hartree
charge = +1
frontier orbital gap (alpha / beta) = 0.2937 / 0.3353 Ha

```
7
C2H2Cl2N | the OMol25 dataset | the ωB97M-V functional and the def2-TZVPD basis
C 1.15162 0.85296 -0.12372
C -1.19650 1.00098 0.65373
N 0.03618 0.88448 0.35844
Cl 2.57016 1.59165 0.06323
Cl -2.25273 1.97059 -0.21219
H 1.76888 -0.84933 -1.70292
H -1.57222 0.47482 1.52591
```

# 2
This record from the OMol25 dataset describes a cluster of 2 separate species, C2H2Cl2O in total in a non-equilibrium geometry. The level of theory is the ωB97M-V functional and the def2-TZVPD basis.

Calculated values
total energy = -29193.9234 eV
LUMO level (alpha / beta) = -0.78 / 0.13 eV
E_HOMO (alpha / beta) = -0.296 / -0.326 hartree
frontier orbital gap (alpha / beta) = 0.2676 / 0.3307 Ha

```
7
C2H2Cl2O | the OMol25 dataset | the ωB97M-V functional and the def2-TZVPD basis
C 1.12946 -0.63854 -0.70845
C -1.32307 0.72989 0.42041
O 0.86920 -1.61208 -0.09588
Cl -0.39353 1.98447 1.18168
Cl -1.31905 -0.84614 1.12258
H 1.92554 -0.08945 -1.30638
H -0.88856 0.47186 -0.61395
```

# 3
This record from the OMol25 dataset describes a cluster of 2 separate species, C2H2Cl2O2S in total in a non-equilibrium geometry. The level of theory is the ωB97M-V functional and the def2-TZVPD basis.

Calculated values
total energy = -42075.6881 eV
LUMO level (alpha / beta) = -1.54 / -1.27 eV
E_HOMO (alpha / beta) = -0.336 / -0.350 hartree
frontier orbital gap (alpha / beta) = 0.2796 / 0.3030 Ha

```
9
C2H2Cl2O2S | the OMol25 dataset | the ωB97M-V functional and the def2-TZVPD basis
C 0.82453 -0.28468 0.89081
C -1.28289 -0.47827 -0.41603
O 3.42988 -0.18724 0.57093
O 2.05593 -1.12942 -1.26606
S 2.15316 -0.32144 -0.08293
Cl -2.06933 -1.84313 0.19684
Cl -2.01084 1.03644 -0.17728
H 0.69678 0.58982 1.50744
H -0.76155 -0.61342 -1.35140
```

# 4
This record from the OMol25 dataset describes an isolated molecule of C2H2Cl2OS in a non-equilibrium geometry. The level of theory is the ωB97M-V functional and the def2-TZVPD basis.

Calculated values
total energy = -40032.0637 eV
LUMO level = -0.07 eV
E_HOMO = -0.373 hartree
frontier orbital gap = 0.3706 Ha

```
8
C2H2Cl2OS | the OMol25 dataset | the ωB97M-V functional and the def2-TZVPD basis
C -0.23548 0.04689 0.31334
C -1.28108 0.04511 -0.49701
O 1.95552 -1.46365 0.54936
S 1.54099 -0.41303 -0.39626
Cl -2.91397 0.33664 0.18716
Cl 2.61228 1.21248 0.15398
H -0.27257 0.19844 1.33215
H -1.40569 0.03712 -1.64273
```